{"formula": "C28H37BrF6N2O6S2", "method": "ωB97M-V/def2-TZVPD", "species": ["C", "C", "C", "C", "C", "Br", "N", "C", "C", "C", "C", "C", "C", "C", "C", "C", "C", "C", "O", "C", "C", "C", "C", "O", "C", "C", "C", "C", "C", "C", "H", "H", "H", "H", "H", "H", "H", "H", "H", "H", "H", "H", "H", "H", "H", "H", "H", "H", "H", "H", "H", "H", "H", "H", "H", "H", "H", "H", "H", "H", "H", "H", "H", "H", "H", "H", "H", "C", "F", "F", "F", "S", "O", "O", "N", "S", "O", "O", "C", "F", "F", "F"], "xyz": [[3.326, 3.612, 2.130], [3.829, 3.247, 1.108], [4.375, 2.818, -0.177], [3.583, 1.686, -0.937], [2.850, 2.361, -2.041], [3.612, 2.915, -3.624], [1.627, 2.568, -1.746], [1.251, 2.016, -0.388], [-0.214, 1.574, -0.438], [-0.582, 0.319, 0.350], [-0.719, 0.550, 1.849], [-1.400, -0.605, 2.598], [-0.464, -1.757, 3.008], [-0.718, -3.102, 2.317], [-0.705, -3.026, 0.797], [-0.827, -4.386, 0.103], [-0.321, -4.351, -1.340], [-0.876, -3.240, -2.214], [-2.241, -3.425, -2.522], [-3.145, -2.629, -1.785], [2.369, 0.992, -0.258], [2.640, 0.305, 1.076], [4.004, -0.355, 1.031], [4.984, 0.250, 1.393], [4.135, -1.702, 0.416], [3.076, -2.608, 0.402], [3.222, -3.862, -0.164], [4.430, -4.216, -0.742], [5.488, -3.320, -0.732], [5.350, -2.072, -0.152], [2.885, 3.966, 3.029], [5.391, 2.459, -0.033], [4.417, 3.704, -0.811], [4.296, 0.953, -1.300], [0.968, 3.048, -2.349], [1.355, 2.868, 0.280], [-0.535, 1.440, -1.472], [-0.804, 2.385, -0.034], [-1.558, -0.001, -0.018], [0.111, -0.489, 0.102], [-1.301, 1.462, 1.985], [0.251, 0.732, 2.322], [-2.229, -0.961, 1.986], [-1.843, -0.174, 3.494], [0.585, -1.475, 2.872], [-0.587, -1.915, 4.080], [-1.698, -3.459, 2.643], [0.034, -3.817, 2.656], [-1.521, -2.379, 0.478], [0.226, -2.552, 0.467], [-0.205, -5.089, 0.658], [-1.867, -4.707, 0.125], [-0.579, -5.293, -1.828], [0.771, -4.282, -1.358], [-0.337, -3.260, -3.166], [-0.704, -2.248, -1.783], [-3.337, -3.052, -0.795], [-4.087, -2.597, -2.326], [-2.782, -1.605, -1.666], [2.101, 0.191, -0.960], [1.874, -0.430, 1.299], [2.654, 1.015, 1.897], [2.134, -2.348, 0.863], [2.389, -4.549, -0.152], [4.529, -5.193, -1.191], [6.436, -3.599, -1.169], [6.175, -1.375, -0.123], [-6.609, 6.176, -0.468], [-7.129, 7.177, 0.239], [-7.605, 5.422, -0.932], [-5.950, 6.693, -1.509], [-5.483, 5.203, 0.616], [-6.315, 4.671, 1.653], [-4.442, 6.114, 0.998], [-5.048, 4.143, -0.491], [-4.029, 3.013, -0.126], [-4.507, 1.970, 0.737], [-2.676, 3.462, 0.111], [-3.941, 2.233, -1.792], [-3.464, 3.071, -2.718], [-5.113, 1.775, -2.207], [-3.094, 1.182, -1.715]], "atomic_forces_ev_per_a": [[0.0, 0.2, 0.0], [-0.2, -0.2, -0.2], [-0.1, -0.2, 0.2], [-0.1, 0.2, 0.3], [0.0, 0.0, -0.3], [0.0, 0.0, 0.0], [0.0, 0.1, 0.2], [-0.5, 0.2, -0.4], [0.0, -0.2, 0.3], [0.1, 0.0, -0.1], [0.0, -0.1, 0.1], [0.3, 0.3, 0.0], [-0.2, -0.2, 0.0], [-0.2, 0.4, 0.0], [0.1, -0.2, 0.0], [0.3, 0.7, 0.0], [-0.2, -0.2, 0.0], [0.1, -0.1, -0.2], [-0.1, 0.2, -0.1], [0.0, -0.1, 0.2], [0.3, -0.5, -0.1], [0.1, 0.3, 0.6], [-0.1, -0.1, -0.2], [0.4, 0.3, 0.1], [-0.2, -0.3, 0.0], [-0.1, 0.1, 0.1], [0.0, 0.1, 0.0], [-0.2, 0.0, 0.0], [0.3, 0.0, -0.1], [0.0, 0.0, 0.0], [0.0, 0.0, 0.1], [0.1, 0.0, 0.0], [0.2, 0.0, -0.1], [0.1, 0.0, -0.2], [-0.1, 0.1, 0.0], [0.2, -0.1, 0.3], [0.1, -0.1, -0.1], [-0.3, 0.2, -0.1], [-0.1, 0.0, 0.0], [0.0, -0.1, 0.1], [-0.1, 0.0, 0.0], [0.1, 0.1, 0.0], [-0.1, -0.1, 0.1], [-0.1, -0.1, 0.1], [0.0, 0.1, -0.1], [0.1, -0.1, 0.1], [0.0, -0.2, 0.0], [0.0, -0.1, 0.1], [0.1, 0.1, -0.1], [-0.1, 0.0, 0.0], [-0.2, -0.3, 0.1], [0.0, -0.2, 0.1], [0.1, -0.1, -0.1], [0.0, 0.1, 0.0], [0.0, 0.0, 0.0], [-0.1, 0.1, 0.1], [0.0, 0.0, 0.1], [0.0, 0.0, -0.1], [0.0, 0.1, 0.0], [0.0, 0.0, -0.1], [-0.2, 0.1, -0.2], [0.1, 0.1, 0.0], [0.0, 0.0, 0.0], [0.0, -0.1, 0.0], [0.1, -0.1, -0.1], [0.0, 0.0, -0.1], [0.1, 0.0, 0.0], [0.0, -0.1, -0.2], [0.0, 0.1, 0.1], [0.0, 0.0, 0.0], [0.0, 0.0, 0.0], [-0.1, 0.2, 0.0], [-0.1, -0.1, -0.1], [0.1, 0.0, -0.1], [0.2, -0.2, 0.4], [-0.1, 0.1, -0.1], [0.0, -0.1, 0.0], [0.1, 0.0, 0.0], [-0.1, 0.1, -0.1], [0.1, -0.1, 0.1], [-0.1, 0.0, 0.0], [0.1, 0.0, -0.1]], "spin_multiplicity": 1}

{"formula": "C28H37ClN4OsP2", "method": "ωB97M-V/def2-TZVPD", "species": ["Os", "C", "C", "C", "C", "C", "C", "C", "C", "C", "H", "H", "H", "H", "H", "H", "H", "H", "H", "H", "H", "H", "H", "H", "H", "P", "P", "N", "N", "N", "N", "C", "C", "C", "C", "C", "C", "C", "C", "C", "C", "C", "C", "C", "C", "C", "C", "C", "C", "H", "H", "H", "H", "H", "H", "H", "H", "H", "H", "H", "H", "H", "H", "H", "H", "H", "H", "H", "H", "Cl", "C", "H", "H"], "xyz": [[0.122, -1.449, 0.838], [-0.999, 0.796, 4.283], [-1.502, 1.330, 3.142], [-1.162, 2.652, 2.595], [0.058, 2.998, 1.608], [1.359, 2.289, 1.579], [1.938, 1.830, 2.704], [1.416, 2.030, 4.103], [0.242, 1.317, 4.944], [1.605, -1.304, 2.651], [-1.222, -0.232, 4.578], [-2.008, 0.712, 2.384], [-1.145, 3.303, 3.497], [-2.032, 2.918, 1.988], [-0.337, 3.048, 0.590], [0.370, 4.002, 1.979], [1.698, 2.033, 0.549], [2.713, 1.089, 2.587], [1.170, 3.074, 4.255], [2.308, 1.726, 4.672], [0.689, 0.508, 5.561], [-0.076, 2.124, 5.634], [1.240, -1.124, 3.708], [2.622, -0.861, 2.684], [1.721, -2.386, 2.556], [1.575, -1.227, -0.697], [-2.056, -0.098, -0.310], [2.725, 0.020, -0.738], [1.978, -2.563, -1.607], [-2.156, 1.321, -1.730], [-3.765, -0.711, -1.077], [0.200, -0.437, -1.637], [-1.160, -1.155, -1.400], [3.939, -0.004, -0.024], [4.846, 0.682, -0.788], [4.218, 1.071, -2.014], [2.925, 0.640, -1.989], [2.425, -3.822, -1.212], [2.925, -4.466, -2.309], [2.836, -3.566, -3.431], [2.255, -2.412, -2.977], [-2.701, 2.574, -1.528], [-2.433, 3.386, -2.652], [-1.736, 2.573, -3.581], [-1.621, 1.292, -3.006], [-4.720, -0.095, -1.885], [-5.450, -1.074, -2.578], [-4.933, -2.340, -2.164], [-3.912, -2.083, -1.241], [0.626, -0.712, -2.608], [0.146, 0.672, -1.553], [-1.561, -1.441, -2.386], [-1.103, -2.123, -0.785], [3.995, -0.564, 0.908], [5.843, 0.904, -0.495], [4.611, 1.620, -2.821], [2.105, 0.642, -2.702], [2.316, -4.133, -0.202], [3.299, -5.454, -2.378], [3.106, -3.687, -4.472], [2.012, -1.508, -3.531], [-3.206, 2.777, -0.598], [-2.674, 4.442, -2.747], [-1.304, 2.874, -4.543], [-1.099, 0.432, -3.391], [-4.813, 0.980, -1.915], [-6.238, -0.900, -3.295], [-5.268, -3.304, -2.510], [-3.266, -2.767, -0.692], [-1.067, -3.562, 1.548], [-1.025, -1.868, 2.373], [-1.959, -1.322, 2.396], [-0.470, -1.928, 3.308]], "atomic_forces_ev_per_a": [[0.7, 2.0, 4.4], [0.7, -0.5, -2.2], [1.3, -2.2, 0.0], [0.4, 1.3, 0.1], [-0.4, 1.2, 1.1], [-0.3, -1.8, 0.3], [-1.7, -1.1, -1.3], [0.3, -0.4, 0.9], [0.1, 0.6, 0.3], [-0.4, -0.5, 0.2], [-0.5, 0.4, -0.1], [-0.6, 0.0, 1.0], [0.1, 0.1, -0.9], [0.0, 0.5, 0.3], [0.0, 0.4, 0.2], [-0.7, -0.1, -0.8], [0.3, 0.3, 1.1], [0.6, 0.5, 0.1], [0.6, 0.4, -0.1], [-0.3, 0.8, 0.4], [-0.4, 0.5, -0.3], [0.4, -0.5, 0.1], [-0.4, 0.1, -1.5], [-0.8, -0.1, -1.0], [0.3, -0.3, 0.2], [3.5, 0.5, -1.2], [-3.7, 3.7, -4.6], [-0.7, -1.3, -0.6], [0.2, 1.0, -1.4], [-0.1, -1.2, 1.9], [0.4, -0.9, 0.6], [0.9, -0.4, 0.0], [1.2, -1.3, -0.6], [-0.1, 0.2, -0.9], [-0.7, -0.4, 0.3], [-1.1, -0.4, 0.4], [0.7, -0.1, 0.7], [0.2, -0.3, -0.8], [-0.3, 1.1, -0.2], [-0.7, 0.9, 0.4], [0.5, -0.9, -0.4], [0.6, 1.0, -0.7], [-0.3, -1.0, 1.4], [0.1, -1.3, 0.5], [0.4, 1.1, -0.6], [1.5, -0.1, 1.0], [0.6, -2.6, 0.5], [-1.4, 1.7, -1.2], [0.2, 1.5, 0.4], [-0.9, 0.3, -0.3], [0.3, -0.9, 0.1], [-0.4, 0.2, 0.6], [0.3, 0.3, -1.2], [0.1, 0.4, -0.3], [0.6, 0.1, 0.1], [0.7, 0.5, -0.6], [0.6, 0.5, 0.1], [0.0, -0.2, 0.5], [0.3, -0.7, 0.3], [0.1, -0.4, 0.2], [0.2, -0.3, 0.2], [0.0, 0.3, 0.0], [-0.1, -0.4, 0.0], [-0.4, -0.3, 0.5], [-0.2, 0.2, -0.1], [0.1, 0.0, 0.0], [0.0, 0.0, 0.1], [0.0, -0.1, 0.1], [-0.3, 0.0, -0.2], [-0.5, 0.3, 0.6], [-0.3, -1.0, 1.8], [-0.5, -0.5, 0.2], [-0.9, -0.5, 0.0]], "spin_multiplicity": 5, "s2": 6.048, "total_charge": 2}

{"formula": "C28H37ClN4P2Pt", "method": "ωB97M-V/def2-TZVPD", "species": ["Pt", "C", "C", "C", "C", "C", "C", "C", "C", "C", "H", "H", "H", "H", "H", "H", "H", "H", "H", "H", "H", "H", "H", "H", "H", "P", "P", "N", "N", "N", "N", "C", "C", "C", "C", "C", "C", "C", "C", "C", "C", "C", "C", "C", "C", "C", "C", "C", "C", "H", "H", "H", "H", "H", "H", "H", "H", "H", "H", "H", "H", "H", "H", "H", "H", "H", "H", "H", "H", "Cl", "C", "H", "H"], "xyz": [[0.013, -2.326, 2.619], [-1.076, 1.610, 4.330], [-1.606, 1.098, 3.219], [-1.154, 1.345, 1.833], [0.103, 0.676, 1.189], [1.400, 0.523, 1.923], [1.833, 1.304, 2.922], [1.152, 2.557, 3.298], [0.102, 2.500, 4.440], [1.710, -2.168, 3.823], [-1.482, 1.270, 5.284], [-2.141, 0.143, 3.291], [-1.077, 2.428, 1.692], [-1.972, 1.001, 1.166], [-0.169, -0.311, 0.699], [0.367, 1.421, 0.401], [2.049, -0.353, 1.628], [2.733, 0.964, 3.450], [0.732, 2.982, 2.367], [1.983, 3.189, 3.654], [0.614, 2.261, 5.381], [-0.292, 3.524, 4.539], [2.023, -1.293, 4.448], [2.495, -2.416, 3.093], [1.472, -3.052, 4.436], [1.504, -0.953, -0.829], [-2.226, 0.192, -0.930], [2.994, 0.122, -1.249], [2.044, -2.234, -1.811], [-2.383, 1.661, -1.881], [-3.701, -0.521, -1.672], [0.429, -0.063, -2.017], [-0.976, -0.699, -1.973], [4.158, 0.059, -0.466], [5.083, 0.960, -0.968], [4.494, 1.595, -2.105], [3.215, 1.043, -2.252], [2.546, -3.417, -1.249], [2.880, -4.278, -2.278], [2.570, -3.613, -3.517], [2.080, -2.355, -3.209], [-2.681, 2.921, -1.319], [-2.486, 3.903, -2.281], [-2.030, 3.261, -3.474], [-2.019, 1.894, -3.226], [-4.544, -0.108, -2.708], [-5.342, -1.176, -3.100], [-4.974, -2.296, -2.277], [-3.980, -1.864, -1.418], [0.823, -0.041, -3.036], [0.333, 0.990, -1.720], [-1.403, -0.805, -2.980], [-0.942, -1.702, -1.499], [4.192, -0.602, 0.383], [6.052, 1.162, -0.544], [4.941, 2.368, -2.695], [2.447, 1.238, -2.991], [2.551, -3.521, -0.169], [3.319, -5.262, -2.157], [2.696, -4.021, -4.514], [1.682, -1.567, -3.844], [-2.946, 3.017, -0.287], [-2.649, 4.980, -2.176], [-1.719, 3.761, -4.401], [-1.698, 1.087, -3.886], [-4.536, 0.923, -3.046], [-6.093, -1.168, -3.873], [-5.380, -3.291, -2.296], [-3.456, -2.374, -0.622], [-0.349, -1.427, 5.965], [-1.089, -2.029, 4.448], [-1.186, -3.105, 4.617], [-2.055, -1.523, 4.405]], "atomic_forces_ev_per_a": [[0.3, 1.3, 1.2], [-0.4, -0.9, -0.2], [1.2, -1.8, 0.5], [-0.3, 0.5, -0.9], [-0.1, 0.7, -0.3], [0.7, -1.2, 1.1], [-0.1, -1.6, -0.7], [0.1, 0.6, 0.3], [0.2, 1.2, -0.1], [1.1, -0.7, -0.6], [0.1, 0.0, -0.2], [-0.7, 0.8, 0.3], [0.0, -0.1, -0.2], [0.5, 0.7, 0.7], [0.1, 1.1, 0.7], [-0.4, -0.8, -0.3], [-0.9, 1.0, 0.4], [-0.2, 0.5, -0.2], [0.2, 0.1, 0.7], [-0.6, 0.4, -0.2], [-0.1, 0.1, -0.2], [0.3, 0.0, 0.3], [-0.9, -0.7, -0.9], [0.2, 0.0, 0.5], [0.4, 0.3, 0.1], [3.0, 1.6, -2.1], [-1.8, 0.2, -2.7], [0.0, -0.5, 1.4], [-0.3, -1.4, -0.7], [0.6, 1.3, -0.2], [0.0, -1.0, 0.2], [-1.0, 0.2, 0.3], [-0.2, -0.4, -0.1], [-0.5, 0.8, -0.9], [-0.8, -0.4, 0.0], [-1.2, -1.1, 0.6], [0.7, 0.4, 0.2], [-0.3, 0.0, -1.0], [-0.2, 0.7, 0.4], [-0.1, 0.7, 0.6], [0.1, -0.9, 0.5], [0.6, 0.1, -1.4], [-0.1, -0.5, 0.5], [-0.2, -0.9, 0.1], [0.5, 0.6, 0.4], [0.0, -0.5, 0.1], [1.0, 0.2, 0.9], [0.6, 0.8, 0.3], [-0.5, 0.4, -0.6], [-0.1, -0.2, 0.3], [0.3, -0.2, 0.0], [0.1, -0.2, 0.3], [-0.1, 0.2, -0.5], [0.1, 0.0, 0.1], [0.1, -0.1, 0.0], [0.0, 0.1, -0.3], [0.3, 0.1, 0.1], [0.1, -0.1, -0.3], [-0.2, 0.2, -0.1], [0.0, 0.1, 0.2], [0.4, -0.4, 0.2], [-0.2, -0.1, 0.3], [0.1, -0.6, 0.2], [-0.3, -0.4, 0.5], [-0.3, 0.3, 0.4], [0.1, -0.3, 0.0], [0.0, 0.1, 0.1], [-0.1, -0.1, 0.0], [0.0, -0.1, -0.1], [0.1, 0.1, -0.3], [-0.8, -0.2, 0.1], [-0.4, -0.1, 0.1], [0.1, -0.4, -0.1]], "spin_multiplicity": 3, "s2": 2.006}

Number 1: electronic energy -152914.790 eV. Number 2: electronic energy -69136.214 eV. Number 3: electronic energy -69935.193 eV.